Density functional theory data (ωB97M-V/def2-TZVPD) for a 3-piece molecular cluster, C8H14N3 overall in a non-equilibrium geometry.

- Relative energy (zero: lowest compared OMol25 entry of this formula, charge and spin): 0.891 eV
- LUMO level: -3.041 eV
- Net charge: +1
- Orbital gap: 9.3 eV
- Electronic energy: -12987.0197 eV
- E_HOMO: -12.323 eV

Geometry as XYZ:
```
25
C8H14N3 ωB97M-V/def2-TZVPD
C 0.868 -0.738 3.791
C 1.672 -1.229 2.772
C -0.464 -0.438 3.544
C 1.144 -1.425 1.511
C -0.995 -0.626 2.282
C -0.201 -1.137 1.249
C -0.752 -1.356 -0.070
C -0.316 0.393 -1.144
N -0.697 0.410 -2.374
N 0.362 1.287 -0.491
N -0.215 2.009 -4.464
H 1.277 -0.594 4.779
H 2.706 -1.464 2.968
H -1.090 -0.066 4.339
H 1.761 -1.823 0.719
H -2.035 -0.400 2.094
H -1.826 -1.354 -0.162
H -0.232 -2.050 -0.711
H -1.226 -0.376 -2.722
H -0.466 1.150 -3.109
H 0.674 2.155 -0.909
H 0.579 1.122 0.483
H 0.729 1.908 -4.824
H -0.408 3.002 -4.381
H -0.846 1.640 -5.169
```

***

Density functional theory data (ωB97M-V/def2-TZVPD) for an isolated ion of composition C8H14N3O3 and charge +1 in a non-equilibrium geometry.

- Relative energy (zero: lowest compared OMol25 entry of this formula, charge and spin): 5.576 eV
- LUMO level (alpha / beta): -3.804 / -4.270 eV
- Net charge: +1
- Orbital gap (alpha / beta): 7.3 / 7.0 eV
- Electronic energy: -19124.2833 eV
- E_HOMO (alpha / beta): -11.126 / -11.293 eV

Geometry as XYZ:
```
28
C8H14N3O3 ωB97M-V/def2-TZVPD
C 0.667 2.323 0.444
C -1.357 -1.795 0.108
C 0.849 -0.533 -1.779
C 2.164 -0.200 -0.894
C -0.483 0.037 -1.346
C 2.556 1.278 -0.740
C -1.251 0.516 0.869
C -2.114 -3.442 1.691
N -0.455 1.585 1.005
N -0.985 -0.406 -0.049
N 0.511 3.605 0.979
O -1.431 -2.571 -0.777
O 1.761 2.193 -0.259
O -1.627 -2.067 1.382
H 1.189 -0.080 -2.881
H 0.924 -1.592 -1.768
H 2.000 -0.606 0.130
H 3.048 -0.640 -1.365
H -0.495 1.167 -1.538
H -1.314 -0.485 -1.937
H 3.443 1.692 -1.325
H -2.043 0.485 1.632
H -2.842 -3.681 1.012
H -2.257 -3.438 2.799
H -1.246 -4.197 1.452
H -0.795 2.447 1.545
H 1.356 4.012 1.219
H 0.225 4.393 0.391
```

***

Density functional theory data (ωB97M-V/def2-TZVPD) for the molecule C8H14N3P in a non-equilibrium geometry.

- Relative energy (zero: lowest compared OMol25 entry of this formula, charge and spin): 0.000 eV
- LUMO level: 0.933 eV
- Orbital gap: 9.1 eV
- Electronic energy: -22280.1487 eV
- SMILES: CN1CCN(C)P1n1cccc1
- E_HOMO: -8.205 eV

Geometry as XYZ:
```
26
C8H14N3P ωB97M-V/def2-TZVPD
C 0.316 -2.782 0.184
N 0.510 -1.395 -0.054
C 1.762 -0.821 -0.736
C 2.232 0.426 0.025
N 1.013 1.110 0.308
C 1.150 2.387 1.026
P -0.050 -0.261 1.117
N -1.537 0.281 0.459
C -1.880 0.682 -0.789
C -3.192 1.092 -0.775
C -3.678 0.686 0.477
C -2.663 0.099 1.188
H 0.966 -3.248 0.991
H -0.711 -2.926 0.599
H 0.620 -3.378 -0.718
H 1.376 -0.429 -1.828
H 2.493 -1.654 -0.915
H 2.640 -0.037 1.058
H 2.953 1.028 -0.600
H 0.081 2.829 1.092
H 1.654 2.248 1.922
H 1.816 2.976 0.384
H -1.033 1.063 -1.284
H -3.768 1.583 -1.542
H -4.741 0.739 0.868
H -2.547 -0.041 2.208
```

***

Density functional theory data (ωB97M-V/def2-TZVPD) for a 2-piece molecular cluster, C8H14N3S overall in a non-equilibrium geometry.

- Relative energy (zero: lowest compared OMol25 entry of this formula, charge and spin): 2.345 eV
- LUMO level: -4.155 eV
- Net charge: +1
- Orbital gap: 8.1 eV
- Electronic energy: -23819.0998 eV
- E_HOMO: -12.244 eV

Geometry as XYZ:
```
26
C8H14N3S ωB97M-V/def2-TZVPD
C -2.988 -1.038 -0.976
C 0.249 -1.535 -0.012
C -0.184 1.709 2.397
C 0.123 0.445 2.211
C 0.330 0.469 -1.181
C 1.867 0.366 -1.233
C -0.367 1.456 -2.052
C 1.372 -0.294 1.948
N -3.902 -1.711 -1.055
N -0.264 -0.472 -0.602
N 0.999 -1.469 1.088
S -0.064 -2.999 -0.704
H -1.141 2.054 2.527
H 0.537 2.472 2.267
H -0.682 -0.253 2.174
H 2.251 -0.564 -0.891
H 2.374 1.146 -0.644
H 2.032 0.542 -2.251
H -1.309 0.983 -2.251
H 0.056 1.577 -3.039
H -0.612 2.502 -1.753
H 1.859 -0.620 2.877
H 2.137 0.356 1.480
H -4.784 -2.118 -0.991
H -1.294 -0.664 -0.769
H 1.406 -2.338 1.432
```

***

Density functional theory data (ωB97M-V/def2-TZVPD) for an isolated ion of composition C8H14NO and charge +1 in a non-equilibrium geometry.

- Relative energy (zero: lowest compared OMol25 entry of this formula, charge and spin): 3.828 eV
- LUMO level: -4.480 eV
- Net charge: +1
- Orbital gap: 10.1 eV
- Electronic energy: -12050.4585 eV
- SMILES: CC1(C)C=[NH+][C@]2(CC1)CO2
- E_HOMO: -14.623 eV

Geometry as XYZ:
```
24
C8H14NO ωB97M-V/def2-TZVPD
C -2.384 0.414 0.974
C -1.212 0.152 0.089
C -1.605 0.076 -1.444
C -0.329 1.354 0.137
N 0.970 1.244 0.251
C 1.884 0.083 0.275
C 1.022 -1.154 -0.153
C -0.459 -1.163 0.250
C 3.347 -0.185 0.584
O 2.869 0.261 -0.647
H -3.094 1.199 0.412
H -2.170 0.663 1.924
H -3.046 -0.554 1.012
H -2.181 -0.802 -1.679
H -0.862 0.206 -2.182
H -2.237 0.785 -1.799
H -0.521 2.419 0.034
H 1.383 2.152 0.080
H 0.969 -1.206 -1.185
H 1.596 -2.110 0.071
H -1.072 -1.819 -0.276
H -0.423 -1.408 1.246
H 3.862 0.651 1.187
H 3.693 -1.256 0.841
```

***

Density functional theory data (ωB97M-V/def2-TZVPD) for the molecule C8H14O in a non-equilibrium geometry.

- Relative energy (zero: lowest compared OMol25 entry of this formula, charge and spin): 4.619 eV
- LUMO level (alpha / beta): 0.805 / 0.805 eV
- Orbital gap (alpha / beta): 8.0 / 8.0 eV
- Electronic energy: -10565.4247 eV
- E_HOMO (alpha / beta): -7.222 / -7.222 eV

Geometry as XYZ:
```
23
C8H14O ωB97M-V/def2-TZVPD
C 1.716 -1.230 0.118
C 0.249 -1.529 -0.212
C -0.463 0.313 1.464
C 2.184 0.045 -0.438
C -0.731 -0.381 0.056
C -0.002 0.934 0.163
C -2.072 -0.578 -0.523
C -0.461 2.227 -0.447
O 3.250 0.749 0.151
H 1.867 -1.418 1.267
H 2.297 -2.120 -0.260
H 0.174 -1.795 -1.351
H -0.316 -2.482 0.168
H -1.183 1.028 1.786
H 0.298 0.135 2.222
H 2.087 0.340 -1.497
H -2.636 -1.444 -0.090
H -2.164 -0.774 -1.620
H -2.688 0.423 -0.499
H -0.658 2.249 -1.561
H 0.375 3.008 -0.423
H -1.297 2.668 0.009
H 3.402 0.892 1.112
```

***

Density functional theory data (ωB97M-V/def2-TZVPD) for a 2-piece molecular cluster, C8H14O2 overall in a non-equilibrium geometry.

- Relative energy (zero: lowest compared OMol25 entry of this formula, charge and spin): 6.272 eV
- LUMO level (alpha / beta): 0.843 / 0.075 eV
- Orbital gap (alpha / beta): 8.2 / 6.8 eV
- Electronic energy: -12611.8068 eV
- E_HOMO (alpha / beta): -7.385 / -6.690 eV

Geometry as XYZ:
```
24
C8H14O2 ωB97M-V/def2-TZVPD
C -1.670 -1.299 -1.273
C -2.454 -0.685 -0.378
C 3.019 1.694 0.022
C 2.240 0.471 -0.293
C 2.373 -0.968 0.166
C -3.245 0.230 1.822
C -2.248 -0.513 1.023
C 0.901 0.575 -0.756
O 3.261 0.957 -1.151
O 0.498 1.160 -1.910
H -2.133 -1.566 -2.221
H -0.653 -1.664 -1.228
H -3.413 -0.491 -0.633
H 2.472 2.677 0.042
H 3.944 1.642 0.636
H 2.328 -1.739 -0.585
H 1.603 -1.121 0.947
H 3.348 -1.165 0.552
H -4.123 -0.419 2.057
H -2.807 0.309 2.904
H -3.559 1.149 1.405
H -1.237 -0.866 1.308
H 0.227 -0.029 -0.232
H 1.329 1.659 -2.224
```

***

Density functional theory data (ωB97M-V/def2-TZVPD) for the molecule C8H14O2 in a non-equilibrium geometry.

- Relative energy (zero: lowest compared OMol25 entry of this formula, charge and spin): 0.318 eV
- LUMO level: 0.945 eV
- Orbital gap: 10.5 eV
- Electronic energy: -12617.7616 eV
- SMILES: CC[C@@]12CCC[C@@H](OC1)O2
- E_HOMO: -9.527 eV

Geometry as XYZ:
```
24
C8H14O2 ωB97M-V/def2-TZVPD
C 2.413 -1.619 -0.275
C 1.883 -0.262 0.229
C 0.411 -0.003 -0.017
C 0.034 1.254 0.764
C -1.472 1.589 0.526
C -2.293 0.277 0.677
C -1.680 -0.846 -0.139
O -1.345 -0.495 -1.512
C -0.011 0.047 -1.526
O -0.399 -1.035 0.470
H 3.467 -1.657 -0.020
H 1.872 -2.427 0.222
H 2.312 -1.761 -1.362
H 2.166 -0.212 1.274
H 2.424 0.551 -0.236
H 0.683 2.079 0.390
H 0.191 1.114 1.826
H -1.805 2.315 1.258
H -1.648 2.068 -0.470
H -3.308 0.414 0.346
H -2.306 -0.034 1.740
H -2.253 -1.780 -0.099
H 0.009 1.049 -1.962
H 0.656 -0.629 -2.104
```

***

Density functional theory data (ωB97M-V/def2-TZVPD) for the molecule C8H14O4 in a non-equilibrium geometry.

- Relative energy (zero: lowest compared OMol25 entry of this formula, charge and spin): 6.834 eV
- LUMO level: 0.880 eV
- Orbital gap: 10.8 eV
- Electronic energy: -16707.7718 eV
- SMILES: C[C@@H]1OO[C@@H](CCCO)[C@@H]2O[C@@H]21
- E_HOMO: -9.970 eV

Geometry as XYZ:
```
26
C8H14O4 ωB97M-V/def2-TZVPD
C 3.418 -1.247 -0.207
C 2.022 -1.009 0.274
O 1.116 -0.995 -0.803
O -0.139 -0.751 -0.308
C -0.205 0.705 -0.432
C -1.505 1.253 0.213
C -2.732 0.701 -0.481
C -3.047 -0.828 -0.277
O -2.621 -1.439 0.932
C 0.966 1.390 0.352
O 2.205 1.509 -0.267
C 2.046 0.476 0.686
H 3.598 -0.718 -1.113
H 4.224 -0.924 0.597
H 3.558 -2.314 -0.318
H 1.682 -1.672 1.057
H -0.158 1.030 -1.446
H -1.526 0.969 1.315
H -1.526 2.407 0.187
H -3.694 1.309 -0.238
H -2.543 0.816 -1.508
H -4.167 -0.927 -0.273
H -2.710 -1.373 -1.183
H -1.611 -1.306 0.768
H 0.641 2.221 0.909
H 2.709 0.717 1.565
```